Below is the molecule C6H10O, with properties calculated with ωB97M-V with the def2-TZVPD basis set.

Computed properties:
LUMO energy = -0.0060 Ha
Kohn-Sham gap = 8.5 eV
Highest occupied orbital energy = -0.3165 Eh
Energy above the lowest of the compared OMol25 structures with the same formula, charge and spin = 297.7 kJ/mol
Total energy = -309.728974 Ha
Total charge = 0

Each line ends with the natural charge from an NBO analysis.
Element x y z (Å)
C 1.9426 0.2717 0.2518  -0.619
C 0.5210 -0.0313 -0.1813  0.255
C -0.1625 -1.2852 0.3965  -0.622
C -1.5924 -1.2172 -0.0542  0.183
C -1.8350 0.2685 -0.1212  -0.616
C -0.5233 1.0457 0.1371  -0.453
O 0.5764 -0.2212 -1.6006  -0.720
H 2.3194 1.1500 -0.2860  0.223
H 2.6041 -0.5687 0.0162  0.220
H 1.9962 0.4755 1.3251  0.210
H -0.2736 -1.2136 1.4977  0.268
H 0.3847 -2.2124 0.1884  0.239
H -0.1991 -0.7410 -1.8569  0.463
H -2.6007 0.4014 0.6568  0.275
H -2.3352 0.5758 -1.0518  0.262
H -0.3877 1.9252 -0.4993  0.226
H -0.4351 1.3768 1.1817  0.207

Cartesian forces (eV/Å) of the 2 atoms listed first:
C 0.00 -0.01 0.08
C 0.06 0.10 0.23